Entry 1:
{
  "formula": "C36H36N2O4S2",
  "method": "wB97M-V/def2-TZVPD",
  "homo_ev": -6.44,
  "e_above_lowest_kcal_mol": 32.1,
  "lumo_ev": -1.63,
  "orbital_gap_ev": 4.813,
  "symbols": ["S", "S", "O", "O", "O", "O", "N", "N", "C", "C", "C", "C", "C", "C", "C", "C", "C", "C", "C", "C", "C", "C", "C", "C", "C", "C", "C", "C", "C", "C", "C", "C", "C", "C", "C", "C", "C", "C", "C", "C", "C", "C", "C", "C", "H", "H", "H", "H", "H", "H", "H", "H", "H", "H", "H", "H", "H", "H", "H", "H", "H", "H", "H", "H", "H", "H", "H", "H", "H", "H", "H", "H", "H", "H", "H", "H", "H", "H", "H", "H"],
  "coordinates": [[-1.362, 2.035, -1.639], [1.558, 2.348, -1.601], [-1.242, 3.341, -1.023], [1.442, 2.901, -2.935], [2.810, 1.721, -1.213], [-2.443, 1.168, -1.227], [-4.862, -2.692, 2.686], [4.782, -2.583, 2.812], [1.629, -1.673, -3.379], [-0.859, 3.754, -5.279], [-3.693, -2.113, 2.290], [1.593, -0.641, -2.443], [5.956, -2.505, 1.964], [2.380, -2.367, 3.050], [-5.332, -3.939, 2.114], [-1.480, 2.849, -6.145], [-1.617, -2.207, 1.016], [1.113, 5.952, 1.155], [3.603, -0.887, 1.545], [-0.049, -0.250, 1.136], [0.796, 4.678, 1.639], [0.437, -2.242, -3.850], [1.403, 3.739, -0.486], [-0.787, -0.930, -2.231], [-1.528, 2.397, -3.398], [4.823, -3.649, 3.794], [1.196, -1.846, 2.587], [0.207, 1.184, -1.358], [1.808, 4.988, -0.953], [3.618, -1.956, 2.485], [-3.368, -0.782, 2.682], [-0.944, 3.561, -3.900], [-2.186, 1.757, -5.628], [2.419, -0.304, 1.161], [-2.783, -2.813, 1.441], [1.630, 6.107, -0.135], [-1.315, -0.861, 1.387], [-0.772, -1.907, -3.222], [-2.219, 1.532, -4.249], [0.948, 3.564, 0.815], [0.351, -0.110, -1.996], [1.165, -0.803, 1.605], [-5.727, -2.152, 3.715], [-2.275, -0.144, 2.142], [-2.088, 0.908, 2.352], [2.595, -2.024, -3.744], [-3.993, -0.248, 3.394], [-6.756, -2.111, 3.328], [5.877, -3.855, 4.008], [4.535, -0.516, 1.116], [0.404, 4.537, 2.647], [-5.154, -3.963, 1.030], [-0.922, -2.751, 0.372], [-1.705, -2.411, -3.487], [2.436, 0.539, 0.475], [4.323, -3.352, 4.723], [-6.410, -4.013, 2.307], [6.825, -2.774, 2.574], [2.204, 5.082, -1.963], [-2.708, 1.071, -6.295], [-4.836, -4.814, 2.570], [0.698, 2.569, 1.170], [-0.554, 4.319, -3.228], [-2.997, -3.850, 1.159], [6.088, -1.492, 1.573], [1.881, 7.097, -0.520], [2.366, -3.128, 3.828], [0.452, -2.969, -4.666], [5.898, -3.213, 1.120], [-0.044, 0.776, 0.764], [-5.733, -2.806, 4.602], [-0.303, 4.612, -5.656], [0.253, -2.207, 2.988], [2.517, -0.229, -2.045], [-2.762, 0.688, -3.823], [-1.414, 3.000, -7.226], [4.360, -4.578, 3.425], [0.940, 6.828, 1.782], [-5.423, -1.154, 4.028], [-1.672, -0.790, -1.614]],
  "mulliken_charge": [1.3589, 1.4445, -0.7175, -0.6848, -0.8091, -0.7336, 0.1102, 0.0361, -0.7571, -0.5959, 1.7230, -0.3344, -1.0133, -0.6668, -1.1283, -0.4257, -0.3679, -0.4720, -0.9922, 0.7813, -0.8672, -0.6354, 0.1848, -0.3558, 0.1941, -1.0299, -1.0838, -0.6713, -0.7228, 1.7665, -1.1877, -0.3852, -0.6349, -0.5709, -0.6982, -0.7276, -0.1132, -1.0500, -0.1493, 0.3098, 0.9701, 0.3783, -0.9245, -0.8001, 0.4981, 0.4072, 0.0951, 0.3326, 0.2633, 0.1994, 0.3913, 0.3977, 0.6035, 0.4178, 0.5641, 0.3430, 0.3197, 0.3449, 0.4759, 0.3812, 0.3126, 0.4697, 0.3049, 0.4113, 0.3524, 0.3749, 0.3480, 0.3770, 0.3242, -0.4403, 0.3239, 0.3833, 0.3949, 0.4293, 0.3951, 0.3570, 0.3688, 0.3612, 0.2789, 0.8869]
}

***

Entry 2:
{
  "formula": "C36H37AlCl5GeNSi2",
  "method": "wB97M-V/def2-TZVPD",
  "homo_ev": [-10.68, -11.59],
  "spin_multiplicity": 2,
  "e_above_lowest_kcal_mol": 11.5,
  "charge": 1,
  "lumo_ev": [-3.04, -5.09],
  "s2": 0.75,
  "orbital_gap_ev": [7.647, 6.497],
  "symbols": ["Ge", "Cl", "Cl", "Cl", "Cl", "Cl", "Si", "Si", "Al", "N", "C", "C", "C", "C", "C", "C", "C", "C", "C", "C", "C", "C", "C", "C", "C", "C", "C", "C", "C", "C", "C", "C", "C", "C", "C", "C", "C", "C", "C", "C", "C", "C", "C", "C", "C", "C", "H", "H", "H", "H", "H", "H", "H", "H", "H", "H", "H", "H", "H", "H", "H", "H", "H", "H", "H", "H", "H", "H", "H", "H", "H", "H", "H", "H", "H", "H", "H", "H", "H", "H", "H", "H", "H"],
  "coordinates": [[0.268, -2.026, -0.488], [4.529, 2.328, -2.961], [5.579, -1.248, 0.950], [2.633, -0.803, 2.024], [1.716, 2.814, -1.757], [6.459, 0.277, -1.647], [-0.073, 3.643, 1.926], [-1.703, 2.576, -0.718], [0.498, 0.659, 0.808], [-0.954, 0.110, 1.981], [-2.725, 1.596, 2.511], [-2.677, -0.627, 3.424], [4.069, -2.134, -3.279], [3.985, -2.986, -2.188], [4.902, 0.531, -0.990], [-1.556, 4.364, -1.248], [3.045, -1.229, -3.539], [-3.284, 0.623, 3.312], [2.292, 0.871, 0.023], [1.567, 4.289, 1.297], [3.225, 0.030, 0.600], [-1.381, -1.957, -1.497], [0.628, -3.607, 2.074], [-0.159, -5.932, 0.781], [-1.284, 5.073, 2.061], [-0.138, -4.725, 0.097], [-1.504, -0.848, 2.750], [-3.540, 2.238, -0.489], [-1.550, 1.320, 1.812], [0.261, -3.544, 0.734], [0.259, 2.963, 3.650], [-0.755, 2.193, 0.900], [2.879, -2.937, -1.350], [-1.367, -2.334, -2.840], [0.597, -4.812, 2.764], [-3.774, -1.663, -1.624], [-2.550, -2.382, -3.566], [4.026, 1.446, -1.580], [2.746, 1.621, -1.054], [0.206, -5.976, 2.119], [-1.209, 1.432, -2.134], [-3.751, -2.045, -2.959], [1.938, -1.182, -2.707], [-2.594, -1.623, -0.897], [4.513, -0.176, 0.151], [1.843, -2.039, -1.606], [-4.023, 2.797, 0.313], [2.278, 3.498, 1.050], [0.956, -2.723, 2.603], [-0.630, 0.558, -1.826], [-4.019, 2.545, -1.425], [-1.904, 4.460, -2.279], [-2.327, 4.749, 2.040], [-4.673, -2.081, -3.525], [2.824, -3.601, -0.494], [-2.626, -1.326, 0.147], [-0.545, 4.773, -1.196], [0.188, -6.914, 2.657], [2.009, 4.885, 2.100], [-1.126, 5.608, 3.000], [1.470, 4.933, 0.422], [0.769, 3.735, 4.230], [-2.531, -2.681, -4.606], [-0.443, -4.714, -0.944], [-1.147, 5.787, 1.248], [-0.629, 1.938, -2.905], [-0.466, -6.833, 0.268], [-2.200, 4.985, -0.624], [-0.433, -2.587, -3.329], [-4.196, 0.831, 3.857], [-2.121, 1.038, -2.590], [0.926, 2.093, 3.636], [-0.638, 2.676, 4.202], [1.145, -0.474, -2.921], [-0.984, -1.793, 2.801], [0.887, -4.839, 3.806], [4.784, -3.688, -1.986], [3.112, -0.561, -4.388], [4.933, -2.173, -3.930], [-4.710, -1.399, -1.149], [-3.179, 2.572, 2.420], [-3.103, -1.411, 4.033], [-3.760, 1.177, -0.352]],
  "mulliken_spin": [0.1740, -0.0001, -0.0004, -0.0138, 0.0016, 0.0041, -0.0034, 0.0211, 0.4272, 0.0136, -0.0007, 0.0021, 0.0301, -0.0157, 0.0128, 0.0001, -0.0102, 0.0046, 0.0282, 0.0019, -0.0463, 0.0567, -0.0448, 0.0048, 0.0001, -0.0089, 0.0488, -0.0012, -0.0394, 0.0431, 0.0020, 0.0590, -0.0040, -0.0040, 0.0047, -0.0103, -0.0060, 0.0022, 0.0348, 0.0009, 0.0413, 0.0203, 0.0566, 0.0594, -0.0250, 0.1008, 0.0000, -0.0002, -0.0202, 0.0369, 0.0001, -0.0002, 0.0002, 0.0008, 0.0003, -0.0140, 0.0001, 0.0001, 0.0001, 0.0000, 0.0000, 0.0000, 0.0009, -0.0056, 0.0001, 0.0013, -0.0001, 0.0000, 0.0034, 0.0003, -0.0008, -0.0013, 0.0000, -0.0037, -0.0231, -0.0005, 0.0010, 0.0011, -0.0002, -0.0003, 0.0003, 0.0006, 0.0000]
}

***

Entry 3:
{
  "formula": "C36H38B2F4N5O6PTeTi",
  "method": "wB97M-V/def2-TZVPD",
  "homo_ev": [-6.09, -6.10],
  "e_above_lowest_kcal_mol": 0.0,
  "lumo_ev": [-0.05, -0.04],
  "orbital_gap_ev": [6.042, 6.053],
  "symbols": ["Te", "Ti", "P", "F", "F", "F", "F", "O", "O", "O", "O", "O", "O", "N", "N", "N", "N", "N", "C", "C", "C", "C", "C", "C", "C", "C", "C", "C", "C", "C", "C", "C", "C", "C", "C", "C", "C", "C", "C", "C", "C", "C", "C", "C", "C", "C", "C", "C", "C", "C", "C", "C", "C", "C", "B", "B", "H", "H", "H", "H", "H", "H", "H", "H", "H", "H", "H", "H", "H", "H", "H", "H", "H", "H", "H", "H", "H", "H", "H", "H", "H", "H", "H", "H", "H", "H", "H", "H", "H", "H", "H", "H", "H", "H"],
  "coordinates": [[-1.338, 2.764, -2.397], [0.314, -0.188, -0.148], [3.333, -1.389, 1.575], [-1.197, 2.438, 3.206], [-1.154, 3.206, 1.011], [1.684, -2.222, -3.558], [1.357, -1.819, -1.251], [1.716, -0.047, -2.748], [0.832, -2.106, 3.213], [0.560, 1.816, 1.855], [-0.346, -1.673, 1.349], [-0.364, -1.436, -2.796], [-1.812, 0.989, 1.534], [-0.915, -0.861, -1.698], [1.776, -1.047, 1.399], [-1.621, 0.464, 0.308], [0.984, 1.535, 0.570], [1.430, 0.659, -1.597], [3.132, -0.046, 3.940], [-3.985, -0.238, 0.246], [-1.496, 1.549, -6.522], [-3.185, -1.409, -2.466], [1.973, 1.867, -1.432], [-0.727, 1.653, -4.126], [4.864, 0.835, 0.997], [4.874, -1.720, 3.905], [2.709, -4.028, 0.988], [4.542, -0.730, -0.817], [5.346, 0.052, -1.628], [-0.395, -2.566, 3.811], [-2.589, -0.164, -0.269], [5.670, 1.611, 0.180], [5.367, -4.772, 0.637], [-2.187, -0.851, -1.511], [3.498, 0.300, 5.231], [3.722, -3.089, 1.144], [4.314, -0.346, 0.503], [2.041, 3.759, 0.322], [-2.249, 3.373, -5.144], [0.726, -1.634, 1.982], [4.353, -5.711, 0.499], [4.545, -0.361, 5.859], [2.684, 2.600, -2.523], [-2.968, 3.870, -6.231], [1.680, 2.394, -0.156], [3.028, -5.339, 0.668], [5.054, -3.460, 0.953], [-1.508, 2.203, -5.290], [5.231, -1.372, 5.198], [-2.254, 4.096, -3.821], [5.922, 1.209, -1.124], [3.826, -1.057, 3.274], [-2.215, 2.046, -7.595], [-2.956, 3.213, -7.449], [1.129, -1.388, -2.642], [-0.892, 2.168, 1.892], [-3.546, 4.779, -6.111], [-1.688, 5.025, -3.880], [5.843, -2.721, 1.026], [-2.202, 1.525, -8.544], [1.212, 4.448, 0.148], [2.960, 1.084, 5.747], [4.690, 1.135, 2.023], [6.560, 1.812, -1.759], [6.399, -5.057, 0.484], [-3.885, -2.067, -1.949], [-4.694, 0.070, -0.524], [2.036, 3.375, -2.942], [4.101, -1.637, -1.211], [-3.763, -0.597, -2.913], [-0.933, 0.596, -3.971], [0.348, 1.756, -4.274], [-4.231, -1.261, 0.538], [4.597, -6.733, 0.242], [-0.920, 0.637, -6.629], [2.235, 3.745, 1.394], [5.404, -2.519, 3.402], [6.109, 2.522, 0.565], [3.590, 3.083, -2.161], [6.041, -1.891, 5.693], [-4.090, 0.410, 1.112], [2.310, 0.467, 3.451], [4.824, -0.092, 6.869], [-1.102, -1.741, 3.872], [-3.267, 4.329, -3.500], [2.953, 1.912, -3.322], [2.921, 4.136, -0.199], [1.671, -3.741, 1.083], [-0.116, -2.912, 4.801], [-2.682, -1.964, -3.254], [2.238, -6.067, 0.536], [-0.822, -3.375, 3.224], [5.517, -0.246, -2.654], [-3.524, 3.606, -8.282]],
  "mulliken_charge": [0.1298, -3.3479, 1.5857, -0.3467, -0.3581, -0.3022, -0.1636, -0.8794, -0.3318, -0.4096, -0.4398, -0.8457, -0.6914, 1.7004, 1.4566, 1.5010, 1.4027, 2.9897, -0.4094, -1.9937, -0.6033, -2.1313, 0.6186, -0.5147, -0.5491, -0.8578, -0.3384, -0.3362, -0.8010, -0.8353, 0.6475, -0.7858, -0.9187, 0.7052, -0.9011, 0.6127, 0.3214, -1.8318, 0.6000, 0.3751, -0.5697, -0.6190, -2.2328, -0.6659, -0.3375, -0.9546, -0.5677, 0.2637, -0.6953, -1.1575, -0.6525, 0.5573, -0.5902, -0.5481, 0.5226, 0.4663, 0.4366, 0.4024, 0.5303, 0.4001, 0.2197, 0.5037, 0.4459, 0.4074, 0.4247, 0.4748, 0.4030, 0.1633, 0.4879, 0.3122, 0.1616, 0.3388, 0.3426, 0.4075, 0.4950, 0.3225, 0.4024, 0.4326, 0.5682, 0.4405, 0.4305, 0.4742, 0.4000, 0.3161, 0.4771, 0.3696, 0.4813, 0.3221, 0.2738, 0.4230, 0.4492, 0.3033, 0.4303, 0.3845]
}